The following is a quantum chemistry calculation of C3H6N2O2 in the gas phase, from the Open Molecules 2025 dataset.

Geometry (Å):
C 0.910 -1.325 -0.139
N -0.480 -0.966 -0.319
C -1.360 0.043 0.347
C -0.513 1.166 -0.289
N 0.593 1.546 0.471
O -2.541 -0.084 0.513
O -0.978 1.855 -1.192
H -1.058 -1.700 -0.717
H 1.051 2.393 0.160
H 0.598 1.347 1.462
H 1.037 -2.382 -0.382
H 1.201 -1.153 0.899
H 1.539 -0.740 -0.814

Properties
M   102.1 g mol⁻¹
Orbital gap   9.9 eV
HOMO energy   -9.5 eV
Energy   -377.8628 a.u.
Energy above the lowest of the compared OMol25 structures with the same formula, charge and spin   60.56 kcal/mol
LUMO energy   0.333 eV

The following is a quantum chemistry calculation of BrF2NS in the gas phase, from the Open Molecules 2025 dataset.

Geometry (Å):
N -0.493 -0.894 -1.423
F -0.496 1.444 0.311
F 0.181 -0.491 1.158
S -0.740 -0.241 -0.176
Br -2.847 0.106 0.432

Properties
M   164.0 g mol⁻¹
Orbital gap   9.1 eV
HOMO energy   -11.5 eV
Energy   -3226.5564 a.u.
Energy above the lowest of the compared OMol25 structures with the same formula, charge and spin   31.60 kcal/mol
LUMO energy   -2.462 eV

The following is a quantum chemistry calculation of C11H28BaF3N4O13S as an isolated structure, from the Open Molecules 2025 dataset.

Geometry (Å):
Ba 0.330 -0.284 -0.316
N 1.005 -3.197 -2.881
O 0.893 -2.065 -2.444
O 1.601 -3.458 -3.883
O 0.432 -4.142 -2.374
N -2.078 2.737 0.738
O -1.372 1.821 0.281
O -1.628 3.705 1.321
O -3.297 2.662 0.674
C 2.937 1.288 4.040
F 3.241 2.258 4.821
F 4.035 0.750 3.477
F 2.346 0.322 4.817
S 1.672 1.989 2.656
O 2.439 2.965 1.867
O 1.189 0.742 1.990
O 0.554 2.681 3.391
C 2.158 4.105 -1.926
C 1.269 2.862 -1.715
C 0.728 2.236 -2.994
O -0.188 1.172 -2.719
C -0.979 0.598 -3.749
N 2.001 1.931 -0.821
H 2.669 4.461 -1.032
H 1.603 5.019 -2.137
H 2.945 4.133 -2.680
H 0.368 3.196 -1.201
H 1.573 1.946 -3.618
H 0.122 3.021 -3.447
H -1.610 1.277 -4.322
H -1.644 -0.044 -3.172
H -0.564 -0.141 -4.435
H 2.873 1.699 -1.277
H 2.313 2.544 -0.082
C -4.344 -2.030 -1.023
C -3.197 -1.259 -0.335
C -3.150 -1.438 1.220
O -2.009 -0.675 1.610
C -1.753 -0.642 3.039
N -1.959 -1.852 -0.931
H -4.403 -3.080 -0.739
H -4.281 -1.890 -2.103
H -5.302 -1.602 -0.726
H -3.250 -0.233 -0.697
H -2.995 -2.491 1.454
H -4.019 -1.077 1.770
H -1.844 -1.553 3.630
H -2.437 0.117 3.418
H -0.736 -0.260 3.129
H -1.955 -2.825 -0.660
H -2.103 -1.991 -1.921
C 1.401 -2.653 1.960
C 2.710 -2.547 1.225
O 2.742 -1.475 0.359
O 0.310 -2.758 1.032
H 1.278 -1.941 2.776
H 1.355 -3.524 2.614
H 2.633 -3.470 0.651
H 3.629 -2.494 1.809
H 3.555 -1.479 -0.152
H 0.187 -3.664 0.741

Properties
M   650.7 g mol⁻¹
Orbital gap (spin up / spin down)   7.1 / 3.0 eV
HOMO energy (spin up / spin down)   -8.0 / -8.0 eV
Energy   -2356.0826 a.u.
Multiplicity   2
LUMO energy (spin up / spin down)   -0.863 / -4.958 eV

The following is a quantum chemistry calculation of a 3-piece molecular cluster, C16H21BBrF16O3 overall, from the Open Molecules 2025 dataset.

Geometry (Å):
C 6.002 2.556 -2.624
C 6.425 3.656 -3.569
C 7.170 3.114 -4.771
C 5.275 4.602 -4.019
B 3.730 4.024 -3.983
C 3.496 2.646 -4.887
C 2.693 1.490 -4.359
O 2.326 0.534 -5.006
Br 2.159 1.445 -2.441
H 5.542 1.729 -3.144
H 5.315 2.902 -1.866
H 6.873 2.152 -2.116
H 7.142 4.267 -3.028
H 6.507 2.731 -5.537
H 7.893 2.349 -4.506
H 7.729 3.922 -5.225
H 5.296 5.459 -3.354
H 5.554 4.999 -4.994
H 3.382 3.912 -2.821
H 3.010 4.905 -4.473
H 3.066 2.857 -5.851
H 4.462 2.197 -5.080
C -2.360 0.973 0.984
C -1.878 -0.373 1.557
C -1.560 -0.439 3.053
F -0.526 0.353 3.376
F -1.219 -1.717 3.375
F -0.843 -0.841 0.839
F -2.918 -1.249 1.369
O -1.442 1.769 0.267
C -0.679 2.756 0.856
C 0.816 2.491 0.675
F 1.158 1.329 1.275
F 1.508 3.489 1.273
F -1.011 2.957 2.153
F -0.954 3.905 0.206
H -3.086 0.687 0.224
H -2.914 1.551 1.724
H -2.434 -0.158 3.648
H 1.071 2.440 -0.388
C -4.659 -3.785 2.680
C -4.564 -3.535 4.196
C -3.596 -4.398 5.007
F -3.950 -5.699 4.985
F -3.629 -3.986 6.298
F -5.798 -3.571 4.745
F -4.102 -2.262 4.349
O -5.778 -4.523 2.207
C -5.771 -5.887 2.059
C -6.857 -6.548 2.912
F -6.647 -6.311 4.221
F -6.820 -7.886 2.710
F -4.563 -6.437 2.275
F -6.097 -6.149 0.771
H -4.812 -2.798 2.248
H -3.719 -4.144 2.262
H -2.575 -4.289 4.632
H -7.840 -6.165 2.631

Properties
M   656.0 g mol⁻¹
Orbital gap   6.9 eV
Charge   -1
HOMO energy   -5.1 eV
Energy   -5044.7667 a.u.
LUMO energy   1.820 eV

The following is a quantum chemistry calculation of a 2-piece molecular cluster, C7H17NO overall, from the Open Molecules 2025 dataset.

Geometry (Å):
C -1.724 -0.247 -0.514
C -2.588 -1.152 0.326
C -1.803 -0.035 0.967
C -2.392 0.731 -1.453
N -0.475 -0.741 -1.044
H -0.625 -1.267 -1.900
H 0.062 -1.333 -0.319
H -3.662 -1.050 0.260
H -2.255 -2.166 0.499
H -2.333 0.835 1.325
H -0.948 -0.312 1.567
H -2.710 0.227 -2.367
H -3.264 1.181 -0.982
H -1.693 1.520 -1.732
C 2.251 -0.086 0.499
C 2.002 0.666 1.796
C 1.992 0.723 -0.725
O 3.529 -0.682 0.561
H 3.809 -0.900 -0.334
H 1.438 -0.988 0.483
H 2.720 1.482 1.886
H 2.345 1.745 -0.642
H 1.000 1.091 1.805
H 2.130 0.003 2.649
H 0.774 0.473 -0.980
H 2.416 0.282 -1.628

Properties
M   131.2 g mol⁻¹
Orbital gap   9.5 eV
HOMO energy   -8.6 eV
Energy   -406.8252 a.u.
Energy above the lowest of the compared OMol25 structures with the same formula, charge and spin   65.94 kcal/mol
LUMO energy   0.901 eV

The following is a quantum chemistry calculation of C6H10N2O3 in the gas phase, from the Open Molecules 2025 dataset.

Geometry (Å):
N 2.813 0.925 -0.237
C 2.557 -0.353 0.086
O 3.184 -1.304 -0.322
C 1.363 -0.487 1.050
N 0.117 -0.182 0.387
C -0.299 1.068 0.133
O 0.310 2.083 0.421
C -1.628 0.988 -0.596
H -2.355 1.652 -0.128
H -1.484 1.311 -1.627
C -2.038 -0.489 -0.507
O -2.951 -0.741 0.534
H -3.757 -0.235 0.388
C -0.731 -1.216 -0.153
H -0.932 -1.985 0.597
H -0.268 -1.680 -1.030
H -2.450 -0.853 -1.459
H 1.323 -1.508 1.431
H 1.498 0.216 1.877
H 3.541 1.126 -0.903
H 2.185 1.664 0.059

Properties
M   158.2 g mol⁻¹
Orbital gap   10.0 eV
HOMO energy   -9.3 eV
Energy   -569.9087 a.u.
Energy above the lowest of the compared OMol25 structures with the same formula, charge and spin   0.00 kcal/mol
LUMO energy   0.620 eV